Entry 1:
ORCA calculation (ωB97M-V/def2-TZVPD) on a cluster of 8 separate species, H16O8 in total at a distorted geometry.

Maximum force, eV Å⁻¹: 5.5
Total energy, a.u.: -611.4219
Kohn-Sham gap, eV: 10.53
Structure (SMILES): O.O.O.O.O.O.O.O
Relative energy (zero: lowest compared OMol25 entry of this formula, charge and spin), kJ/mol: 421.86
E_HOMO, eV: -10.60

Each line ends with the natural charge from an NBO analysis.
Geometry (Å):
O  -0.27452  -0.06322  0.82447  -0.932
H  -0.49435  -0.89026  0.50885  0.452
H  0.65973  0.00639  0.86429  0.486
O  1.91772  -0.19607  2.40164  -0.947
H  2.58330  -0.90407  2.58162  0.481
H  2.34299  0.45777  1.84525  0.475
O  -1.56320  0.46890  -1.16085  -0.964
H  -1.61290  -0.10302  -0.36092  0.479
H  -1.66893  1.33504  -0.96745  0.480
O  -4.78356  -2.67214  0.39791  -0.912
H  -4.13434  -2.32204  0.90586  0.452
H  -5.50428  -2.11472  0.74517  0.460
O  0.76079  0.55882  -2.04478  -0.963
H  -0.09922  0.76695  -2.48691  0.488
H  0.50429  0.45088  -1.16192  0.463
O  2.66872  -2.32425  -1.46710  -0.926
H  3.04789  -1.56819  -1.01686  0.457
H  1.71614  -2.22816  -1.24283  0.469
O  -3.36919  2.85373  0.08911  -0.931
H  -4.20696  2.75703  -0.24639  0.462
H  -3.32509  3.85978  0.14235  0.469
O  4.83542  1.03148  0.20340  -0.914
H  4.99646  0.31142  -0.36547  0.461
H  5.00309  0.52798  1.01157  0.454

---

Entry 2:
ORCA calculation (ωB97M-V/def2-TZVPD) on a structure of composition FH3N2O2S at a distorted geometry.

Maximum force, eV Å⁻¹: 3.3
Total energy, a.u.: -759.6959
Expectation value of S²: 2.011
Kohn-Sham gap (alpha / beta), eV: 7.70 / 8.63
Spin multiplicity: 3
Relative energy (zero: lowest compared OMol25 entry of this formula, charge and spin), kJ/mol: 0.00
E_HOMO (alpha / beta), eV: -8.55 / -11.93

Each line ends with the natural charge from an NBO analysis.
Geometry (Å):
N  0.53241  -1.70235  -0.98856  -0.259
N  0.10108  -0.54246  -1.15816  -0.452
O  2.20583  0.63719  0.55408  -0.859
O  -0.07856  1.44228  0.75720  -0.893
F  -2.68185  0.39604  1.62326  -0.586
S  1.08701  1.31476  -0.09640  1.688
H  1.17711  -1.71351  -0.14274  0.380
H  -1.76833  0.66298  1.41030  0.578
H  -0.57468  -0.49494  -1.95898  0.401

---

Entry 3:
ORCA calculation (ωB97M-V/def2-TZVPD) on a cluster of 3 separate species, C4H11NO3 in total at a distorted geometry.

Maximum force, eV Å⁻¹: 8.7
Total energy, a.u.: -439.1441
Kohn-Sham gap, eV: 3.64
Relative energy (zero: lowest compared OMol25 entry of this formula, charge and spin), kJ/mol: 1002.47
E_HOMO, eV: -8.40

Each line ends with the natural charge from an NBO analysis.
Geometry (Å):
O  -1.65727  -1.22564  2.59660  -0.451
C  -2.09868  -0.69855  1.52042  0.402
C  -1.37646  0.31724  0.78310  -0.227
C  -0.06000  0.92014  1.47900  -0.611
N  -2.15641  1.24344  0.15346  -0.313
C  0.94173  -0.95268  -2.48255  -0.257
O  1.21190  -1.36706  -1.22706  -0.593
H  -3.19979  -0.89532  1.32208  0.193
H  -1.14858  -0.55961  0.01053  0.322
H  0.48277  1.46174  0.71445  0.252
H  -0.42042  1.67352  2.23717  0.211
H  0.69104  0.18008  1.96456  0.284
H  -2.35262  2.13433  0.68616  0.352
H  1.25054  -1.73345  -3.30054  0.169
H  1.59891  0.07784  -2.70860  0.135
H  -0.11562  -0.72347  -2.62680  0.195
H  3.60564  0.32469  -0.46981  0.454
H  2.15204  -0.39208  -0.64513  0.482
O  2.65129  0.21486  -0.00705  -1.000

---

Entry 4:
ORCA calculation (ωB97M-V/def2-TZVPD) on a structure of composition FH14InO7 at a distorted geometry.

Maximum force, eV Å⁻¹: 3.5
Total energy, a.u.: -824.3626
Net charge: +2
Kohn-Sham gap, eV: 4.55
Relative energy (zero: lowest compared OMol25 entry of this formula, charge and spin), kJ/mol: 415.45
E_HOMO, eV: -17.49

Each line ends with the Löwdin charge.
Geometry (Å):
In  -16.22200  -11.62800  -10.20700  1.482
F  -15.92000  -9.87400  -11.05900  -0.340
O  -14.15600  -12.06100  -11.89600  -0.008
H  -13.26500  -11.73900  -11.66000  0.120
H  -14.14600  -12.79100  -12.50700  0.087
O  -18.30700  -10.92100  -10.11700  0.012
H  -19.14700  -11.34200  -10.28800  0.124
H  -18.43200  -9.97100  -10.31600  0.138
O  -16.21600  -9.98400  -8.34200  0.004
H  -17.01900  -10.08400  -7.80600  0.102
H  -16.08800  -9.04300  -8.34700  0.087
O  -16.32200  -7.77700  -12.47900  -0.012
H  -16.22700  -8.50100  -11.87800  -0.049
H  -15.54300  -7.73200  -13.02000  0.053
O  -15.52600  -10.01800  -13.91200  0.005
H  -14.98900  -9.97000  -13.12900  0.011
H  -16.26200  -9.48200  -13.71000  0.009
O  -16.90600  -12.12900  -12.23300  0.016
H  -16.58000  -11.45300  -12.82100  0.044
H  -16.94300  -12.83200  -12.86200  0.121
O  -13.82400  -8.61300  -9.93600  0.023
H  -14.05200  -7.95100  -9.31900  0.039
H  -14.56800  -8.70000  -10.44400  -0.068

---

Entry 5:
ORCA calculation (ωB97M-V/def2-TZVPD) on an isolated molecule of CHCl2OPS at a distorted geometry.

Maximum force, eV Å⁻¹: 3.2
Total energy, a.u.: -1773.8309
Kohn-Sham gap, eV: 9.29
Relative energy (zero: lowest compared OMol25 entry of this formula, charge and spin), kJ/mol: 238.14
E_HOMO, eV: -9.66

Each line ends with the natural charge from an NBO analysis.
Geometry (Å):
C  -2.08233  -0.05105  0.36684  -0.574
O  0.40561  -0.11567  -0.66865  -1.011
P  1.18521  0.36306  0.68019  1.121
S  -1.19078  -0.52037  -0.86385  0.853
Cl  2.19190  1.82605  -0.26284  -0.280
Cl  2.53197  -1.14234  0.62128  -0.291
H  -3.04158  -0.35967  0.12705  0.183

---

Entry 6:
ORCA calculation (ωB97M-V/def2-TZVPD) on a cluster of 3 separate species, C30H51F13N2O6S2 in total at a distorted geometry.

Maximum force, eV Å⁻¹: 2.2
Total energy, a.u.: -3829.1372
Kohn-Sham gap, eV: 7.20
Relative energy (zero: lowest compared OMol25 entry of this formula, charge and spin), kJ/mol: 96.44
E_HOMO, eV: -7.38

Each line ends with the Löwdin charge.
Geometry (Å):
C  4.45363  0.65801  4.07286  -0.099
C  3.87801  1.02474  2.67781  -0.233
C  2.33753  1.19958  2.78892  -0.161
C  1.52069  0.14009  2.02097  -0.237
C  0.18687  -0.05238  2.78593  -0.034
C  1.34505  0.21943  0.48721  -0.284
O  1.05667  -1.11701  0.09860  -0.057
C  2.18153  -1.95846  -0.15754  -0.120
C  1.69092  -3.42837  -0.04224  -0.295
C  1.93543  -4.24986  -1.33332  -0.038
C  2.20623  -4.13290  1.22937  -0.379
C  1.59179  -3.48420  2.50109  -0.059
C  3.73414  -4.26476  1.28681  -0.062
C  2.47919  0.84951  -0.34339  -0.284
N  2.65646  2.28076  -0.16500  0.047
C  4.04602  2.73628  -0.21664  -0.267
C  4.53381  3.09814  -1.62025  -0.084
O  2.41047  0.60353  -1.71762  -0.018
C  1.13627  0.70564  -2.33919  -0.186
C  1.14006  1.87125  -3.36922  -0.666
O  0.02117  2.12798  -3.91164  -0.074
O  2.20551  2.43712  -3.62948  0.004
C  -0.11966  0.81473  -1.47375  -0.019
N  0.04982  0.86270  0.02458  0.036
C  -0.28195  2.19724  0.60358  -0.059
C  -1.72104  2.19248  1.18595  -0.038
C  -2.79926  2.56253  0.18268  -0.450
F  -2.51985  3.79481  -0.28002  0.153
F  -2.95027  1.67674  -0.81985  0.151
C  -4.18885  2.68970  0.88461  -0.353
F  -5.10709  3.09326  -0.00031  0.177
F  -4.07281  3.68879  1.79116  0.147
C  -4.62695  1.42176  1.68336  -0.335
F  -4.06278  0.27647  1.24177  0.146
F  -4.21930  1.57850  2.95584  0.160
C  -6.16798  1.18983  1.74573  -0.339
F  -6.37857  0.37246  2.80555  0.153
F  -6.81723  2.32192  2.00723  0.189
C  -6.77038  0.46898  0.49323  -0.337
F  -7.96425  1.04175  0.25114  0.167
F  -6.03141  0.62087  -0.61367  0.172
C  -7.06292  -1.05050  0.67932  -0.544
F  -8.10995  -1.28124  1.45807  0.198
F  -7.35482  -1.53123  -0.53754  0.177
F  -6.00811  -1.73689  1.13060  0.168
H  4.38106  1.56213  4.68302  0.077
H  3.93198  -0.18279  4.52797  0.072
H  5.52288  0.46340  3.96980  0.073
H  4.15343  0.20308  2.01526  0.099
H  4.35026  1.96717  2.41542  0.093
H  2.05835  2.24308  2.62473  0.103
H  2.13083  1.01171  3.84761  0.106
H  2.05033  -0.78944  2.23479  0.120
H  -0.57223  -0.57762  2.19739  0.070
H  0.35116  -0.60083  3.71153  0.099
H  -0.21165  0.92498  3.07588  0.080
H  2.98550  -1.81811  0.57064  0.115
H  2.56003  -1.82655  -1.17038  0.127
H  0.60354  -3.37185  0.07556  0.125
H  0.99593  -4.62838  -1.73653  0.075
H  2.58769  -5.09532  -1.10929  0.067
H  2.39653  -3.66276  -2.12975  0.076
H  1.80481  -5.15138  1.18420  0.134
H  2.35046  -2.96820  3.09931  0.078
H  1.07166  -4.25873  3.06790  0.045
H  0.84521  -2.75432  2.17970  0.052
H  4.26306  -3.31204  1.24175  0.072
H  4.05333  -4.93071  0.48173  0.071
H  3.99332  -4.78669  2.21143  0.083
H  3.41721  0.37670  -0.02349  0.147
H  2.24829  2.65729  0.67611  0.073
H  4.09518  3.65322  0.38320  0.114
H  4.77319  2.04714  0.23428  0.098
H  5.55413  3.48509  -1.56949  0.071
H  4.49648  2.21842  -2.26281  0.068
H  3.87526  3.83355  -2.08000  0.073
H  1.02933  -0.18824  -2.96066  0.157
H  -0.76666  -0.02975  -1.70339  0.140
H  -0.68858  1.68036  -1.81531  0.114
H  -0.66869  0.23283  0.37993  0.151
H  0.35401  2.50843  1.42586  0.110
H  -0.24873  3.00161  -0.12882  0.150
H  -1.72177  2.99233  1.92954  0.148
H  -1.93382  1.28277  1.74485  0.105
C  -2.66579  -3.48598  1.73824  -0.260
S  -2.32536  -4.65026  3.06787  0.838
O  -0.84822  -4.81847  3.13373  -0.554
C  -2.98956  -6.09291  2.22727  -0.264
H  -2.28965  -2.50944  2.03970  0.032
H  -2.16040  -3.80843  0.82689  0.058
H  -3.74211  -3.42675  1.57425  0.044
H  -2.46391  -6.24382  1.28410  0.060
H  -4.05545  -5.94987  2.04905  0.054
H  -2.84135  -6.95735  2.87101  0.052
C  0.32020  4.91049  -7.86745  -0.280
S  0.99680  3.32336  -7.34741  0.813
O  1.77308  2.78203  -8.49877  -0.568
C  -0.57639  2.45876  -7.30821  -0.280
H  1.14747  5.60654  -7.99081  0.044
H  -0.20722  4.79664  -8.81590  0.051
H  -0.35787  5.28200  -7.09896  0.050
H  -1.04649  2.50476  -8.29256  0.051
H  -1.21806  2.91438  -6.55522  0.048
H  -0.38391  1.42306  -7.03962  0.048

---

Entry 7:
ORCA calculation (ωB97M-V/def2-TZVPD) on a cluster of 2 separate species, C4H13N4O4P2S in total at a distorted geometry.

Maximum force, eV Å⁻¹: 1.8
Total energy, a.u.: -1760.9066
Net charge: +1
Kohn-Sham gap, eV: 7.44
E_HOMO, eV: -12.10

Each line ends with the natural charge from an NBO analysis.
Geometry (Å):
N  2.24233  0.79338  -0.35447  -0.878
C  1.38979  -0.09791  -0.95660  0.816
N  0.53689  0.39096  -1.82185  -0.646
N  1.36421  -1.43830  -0.66414  -1.135
P  0.32240  -1.85427  0.69428  0.969
S  1.18845  -1.86674  2.40173  -0.483
P  2.28837  -2.58068  -1.62232  1.402
N  1.05002  -3.37938  -2.46753  -1.164
O  2.66501  -3.69675  -0.53232  -0.965
H  3.21052  0.62035  -0.61592  0.431
H  2.19181  0.67311  0.65817  0.422
H  -0.13338  -0.31404  -2.10539  0.414
H  0.03130  1.21814  -1.48888  0.464
H  -0.22636  -3.08588  0.31639  0.019
H  -0.63135  -0.83237  0.63647  0.003
H  1.48763  -4.01804  -3.11643  0.405
H  0.46859  -2.72350  -2.97020  0.384
H  3.52943  -4.04314  -0.77168  0.520
C  -1.73774  2.91606  2.24211  -0.103
C  -3.10597  3.16713  1.64577  -0.104
O  -2.97624  2.57175  0.33929  -0.458
C  -2.01211  1.65811  0.39691  0.993
O  -1.77411  0.86531  -0.47388  -0.668
O  -1.33008  1.71749  1.55063  -0.487
H  -1.75837  2.75455  3.31508  0.225
H  -1.02604  3.70957  2.01433  0.198
H  -3.90227  2.65427  2.18431  0.204
H  -3.35271  4.22083  1.56612  0.224